This record from OMol25 describes C9H16N2O6 in the gas phase in a non-equilibrium geometry. The level of theory is ωB97M-V with the def2-TZVPD basis set.

Calculated values
LUMO level in hartree: 0.0165
Energy above the lowest of the compared OMol25 structures with the same formula, charge and spin in kJ/mol: 170.0
HOMO-LUMO gap in eV: 9.97
HOMO in eV: -9.52
SMILES string: C[C@@H](O)[C@H](NC(=O)[C@@H](N)CCC(=O)O)C(=O)O

Structure (XYZ):
```
33
Properties=species:S:1:pos:R:3:forces:R:3:nbo_charge:R:1
C -2.3852 -0.2223 2.3304 2.1 2.7 0.5 -0.645
C -2.5629 -0.7647 0.9537 1.0 -2.1 -1.2 0.114
O -3.6837 -0.2294 0.3990 -2.7 1.1 -0.6 -0.733
C -1.5043 -0.3998 -0.1608 1.2 0.2 1.5 -0.212
N -1.2760 1.0273 -0.3462 -2.2 -0.1 -0.6 -0.616
C -0.1363 1.7620 -0.4090 -0.2 1.2 0.5 0.681
O -0.1997 2.9416 -0.7185 -0.2 -0.1 -0.6 -0.625
C 1.2320 1.2781 0.0828 -1.4 1.6 -0.6 -0.148
N 1.0210 0.2885 1.1067 1.0 -0.4 0.3 -0.842
C 2.0377 0.8720 -1.1174 3.0 -1.1 -2.3 -0.416
C 3.4528 0.3761 -0.6777 -1.1 -0.3 3.2 -0.504
C 3.4889 -1.0576 -0.0718 -0.2 0.3 0.7 0.790
O 4.0851 -1.4071 0.9336 -0.6 0.5 -1.3 -0.601
O 2.7049 -1.8969 -0.7891 0.4 -1.0 0.5 -0.695
C -1.9744 -0.9657 -1.4640 -1.5 -1.6 -1.7 0.791
O -2.6583 -1.9759 -1.5724 1.4 1.2 0.2 -0.597
O -1.7175 -0.2104 -2.6086 0.7 0.0 2.6 -0.686
H -2.3295 0.9282 2.2630 -0.1 -1.5 -0.1 0.220
H -3.2491 -0.3869 2.9522 -0.2 -0.5 0.3 0.225
H -1.4152 -0.4843 2.8326 -1.0 -0.3 -0.3 0.214
H -2.6662 -1.9226 0.9622 0.6 1.7 0.0 0.184
H -4.4425 -0.7737 0.5921 -0.4 -0.1 0.0 0.482
H -0.5830 -0.8157 0.2547 0.2 -0.2 -0.9 0.292
H -2.1042 1.4662 -0.8486 1.7 -0.3 1.1 0.424
H 1.6426 2.3003 0.4010 -0.1 -1.5 0.0 0.215
H 1.9060 -0.1095 1.4020 -0.1 0.0 0.3 0.373
H 0.6053 0.7308 1.9160 0.0 0.0 0.1 0.375
H 1.7520 0.0676 -1.8487 -1.0 0.7 1.1 0.237
H 2.2958 1.7327 -1.8007 -0.8 -0.5 1.0 0.244
H 3.7924 1.0533 0.1431 0.1 -0.5 -0.6 0.223
H 4.2042 0.3469 -1.4019 0.9 0.3 -1.6 0.240
H 2.7672 -2.8121 -0.3986 0.0 1.2 -0.3 0.502
H -2.1001 -0.7371 -3.2908 -0.6 -0.7 -1.1 0.495
```
Forces are in eV/Å.

=====

This record from OMol25 describes 2 unconnected molecules or ions with the total composition C7H18N2 in a non-equilibrium geometry. The level of theory is ωB97M-V with the def2-TZVPD basis set.

Calculated values
LUMO level in hartree: 0.0323
Energy above the lowest of the compared OMol25 structures with the same formula, charge and spin in kJ/mol: 335.6
HOMO-LUMO gap in eV: 8.48
HOMO in eV: -7.60
SMILES string: C=C(C)NN.CC(C)C

Structure (XYZ):
```
27
Properties=species:S:1:pos:R:3:forces:R:3:nbo_charge:R:1
C -1.9268 1.8751 2.0583 -0.2 -1.0 -0.4 -0.481
C -1.0004 1.8763 1.0931 -0.7 -0.7 -2.1 0.186
C 0.1200 2.8769 1.1376 0.5 0.0 0.0 -0.663
N -1.0200 0.9384 -0.1912 0.6 3.3 4.1 -0.466
N -2.2151 0.2062 -0.3154 -1.2 -0.3 -0.2 -0.663
H -1.9012 2.5145 2.9383 0.4 0.0 -0.4 0.214
H -2.7619 1.1840 2.0791 0.0 0.0 -0.3 0.199
H 0.0316 3.5411 2.0078 -0.3 -0.3 -0.2 0.230
H 1.0919 2.3897 1.2698 -0.1 0.0 -0.4 0.227
H 0.1480 3.5295 0.2582 0.1 -0.2 0.0 0.217
H -0.7929 1.5100 -1.0019 -0.8 0.1 0.1 0.374
H -2.0713 -0.5626 -0.9673 0.4 0.2 0.0 0.359
H -2.4021 -0.2704 0.5686 0.3 0.3 -0.1 0.354
C 2.0652 -1.1076 0.1447 0.3 0.0 -0.1 -0.608
C 0.8176 -1.2226 -0.7177 -0.6 2.6 0.1 -0.297
C 1.1587 -1.2761 -2.1968 0.4 -0.1 -0.2 -0.610
C 0.0308 -2.4675 -0.3208 -0.6 0.5 0.2 -0.613
H 2.7029 -1.9996 0.0789 -0.1 -0.1 0.1 0.190
H 1.7961 -0.9465 1.1945 0.1 0.0 -0.1 0.202
H 2.7051 -0.2823 -0.1863 -0.2 0.1 0.1 0.199
H 0.2026 -0.0697 -0.5228 1.6 -4.2 -0.3 0.271
H 1.7785 -0.4337 -2.5234 -0.2 0.1 0.1 0.200
H 0.2477 -1.2993 -2.8052 0.1 0.0 0.0 0.195
H 1.7663 -2.1576 -2.4409 -0.2 -0.2 0.0 0.191
H -0.2980 -2.3756 0.7197 0.1 -0.2 0.0 0.202
H 0.6021 -3.3989 -0.4312 0.1 0.2 0.0 0.201
H -0.8753 -2.5716 -0.9276 0.1 -0.1 0.0 0.190
```
Forces are in eV/Å.

=====

This record from OMol25 describes a molecular structure, C14H28Br14 in a non-equilibrium geometry. The level of theory is ωB97M-V with the def2-TZVPD basis set.

Calculated values
LUMO level in hartree: -0.0163
Energy above the lowest of the compared OMol25 structures with the same formula, charge and spin in kJ/mol: 3782.1
HOMO-LUMO gap in eV: 6.44
HOMO in eV: -6.89

Structure (XYZ):
```
56
Properties=species:S:1:pos:R:3:forces:R:3:nbo_charge:R:1
Br -1.3665 2.9277 0.2339 -5.1 14.9 1.7 0.058
C -0.4138 3.7659 1.8298 -0.1 0.7 -0.1 -0.419
C -0.3018 2.7632 2.9558 -0.8 0.7 0.0 -0.518
Br 0.6286 3.5541 4.4866 0.2 0.0 -0.3 -0.016
H -0.9497 4.6765 2.0976 -0.1 -0.3 -0.1 0.242
H 0.5902 4.0109 1.4831 -0.5 0.2 -0.2 0.231
H 0.2376 1.8719 2.6353 -0.4 0.4 0.6 0.253
H -1.2945 2.5916 3.3719 0.2 -0.5 -0.1 0.228
Br -0.6480 -4.8771 -1.1169 -2.4 -2.7 1.8 -0.021
C -2.1763 -4.2556 0.0767 0.5 0.2 -0.9 -0.388
C -1.9895 -2.7272 0.3545 5.7 -10.9 -1.5 -0.608
Br -0.1606 -2.2341 0.9528 -1.3 -19.0 1.1 0.134
H -2.2868 -4.9428 0.9156 0.9 0.4 0.3 0.236
H -3.1054 -4.4434 -0.4615 0.1 0.3 -0.6 0.224
H -2.7240 -2.4948 1.1255 1.7 -4.8 1.8 0.276
H -2.2800 -2.1469 -0.5213 2.0 -2.8 -1.8 0.256
Br 2.3806 2.4098 1.3837 0.9 0.1 -1.2 -0.008
C 2.3299 1.7251 -0.5254 0.2 2.9 -1.0 -0.561
C 1.8402 2.8535 -1.4426 -0.1 0.4 0.6 -0.504
Br 1.4959 2.1679 -3.2307 6.7 4.0 -4.4 0.055
H 1.6052 0.9143 -0.5990 1.1 1.0 -0.3 0.317
H 3.3738 1.5534 -0.7882 -0.7 -0.4 0.6 0.252
H 2.5464 3.6790 -1.5317 0.1 -0.3 -0.2 0.243
H 0.8980 3.2790 -1.0972 -0.1 0.0 -0.2 0.223
Br 4.4576 0.0276 -2.1451 1.2 -1.0 0.2 -0.018
C 4.7852 -1.3427 -0.7013 -1.0 -0.8 0.5 -0.418
C 3.4258 -1.9163 -0.1486 5.6 -0.1 3.2 -0.495
Br 2.4884 -0.5024 0.8481 13.7 -5.1 6.8 0.185
H 5.4201 -0.8630 0.0436 -0.3 0.1 -0.1 0.232
H 5.3488 -2.1638 -1.1441 -0.1 0.2 -0.3 0.227
H 3.5230 -2.8010 0.4807 0.7 0.2 0.5 0.240
H 2.7799 -2.2273 -0.9696 3.2 -2.2 2.6 0.178
Br 1.7755 -1.3858 -1.7230 -8.0 1.6 -8.3 0.113
C 0.0457 -2.3686 -1.9270 0.8 1.5 -2.6 -0.460
C -0.7429 -1.7987 -3.0612 0.2 -0.2 -1.2 -0.473
Br 0.1583 -1.8333 -4.8389 0.0 -0.3 0.4 -0.059
H -0.5046 -2.2605 -0.9923 0.5 -0.4 -1.5 0.202
H 0.2943 -3.4177 -2.0874 0.7 1.7 -0.3 0.240
H -0.8612 -0.7187 -2.9731 -0.9 -1.3 0.0 0.241
H -1.6422 -2.3876 -3.2412 -0.2 0.3 0.2 0.227
Br -0.2750 -0.3743 2.1507 0.6 9.2 5.1 0.038
C 0.2414 -0.1626 0.2476 -6.3 4.7 -2.7 -0.602
C -0.3568 1.1320 -0.1573 2.4 -7.4 -1.0 -0.649
Br -0.2690 1.0582 -2.1310 -5.9 -1.0 4.8 0.070
H -0.1859 -1.0504 -0.2187 -0.7 4.1 -1.3 0.201
H 1.3012 -0.3753 0.1071 -5.6 1.1 -2.3 0.143
H 0.2093 1.9837 0.2198 1.0 -2.1 -0.8 0.266
H -1.4043 1.2169 0.1319 1.2 -3.6 -0.7 0.205
Br -3.0082 -1.1512 0.5592 -10.2 16.5 2.1 0.223
C -4.0104 0.6017 0.9591 1.1 0.1 0.2 -0.604
C -3.1426 1.3556 1.9693 -0.8 -0.3 0.1 -0.475
Br -3.9120 3.1261 2.3397 -0.2 0.0 0.2 -0.043
H -5.0313 0.4087 1.2886 0.2 0.0 0.0 0.228
H -3.9849 1.0965 -0.0118 -0.3 0.4 0.2 0.213
H -2.1436 1.5227 1.5665 -0.9 -0.2 0.8 0.222
H -3.0095 0.9496 2.9720 -0.4 -0.5 -0.2 0.220
```
Forces are in eV/Å.

=====

This record from OMol25 describes a molecular structure, C29H38BiN2OP2Si in a non-equilibrium geometry. The level of theory is ωB97M-V with the def2-TZVPD basis set.

Calculated values
LUMO level in hartree: -0.1534
Charge: +1
HOMO-LUMO gap in eV: 4.83
HOMO in eV: -9.01

Structure (XYZ):
```
74
Properties=species:S:1:pos:R:3:forces:R:3:lowdin_charge:R:1
C -2.3294 1.9400 -2.9806 -0.2 0.4 0.0 -0.062
C -1.9616 0.7816 -2.3180 1.1 -0.2 0.0 -0.243
C -0.5654 0.4929 -2.2356 0.0 0.3 0.4 -0.239
C 0.4154 1.4349 -2.6184 -0.7 0.4 -0.6 -0.156
C 0.0111 2.5965 -3.2875 -0.6 -0.6 0.1 -0.022
C -1.3633 2.8240 -3.4833 -0.2 0.3 -0.1 -0.077
C 1.8469 1.1312 -2.2811 0.2 0.1 0.3 -0.090
C 2.1142 -0.3516 -2.3548 0.4 -0.8 -0.2 -0.160
C 1.0728 -1.2282 -1.9700 0.1 0.1 0.4 -0.244
C 1.2791 -2.6307 -1.7840 0.0 1.1 -0.1 -0.236
C 2.5150 -3.1344 -2.1585 0.4 0.1 -0.1 -0.060
C 3.5266 -2.2903 -2.6571 0.0 -0.3 0.0 -0.081
C 3.3424 -0.9006 -2.7417 -0.4 -0.3 0.0 -0.037
H -3.4053 2.1115 -3.1192 0.5 0.2 -0.1 0.115
H 0.7617 3.2846 -3.6954 -0.4 -0.2 0.3 0.120
H -1.7068 3.7063 -4.0388 0.2 -0.4 0.3 0.105
H 2.5348 1.6872 -2.9409 -0.2 -0.2 0.3 0.132
H 2.6499 -4.2177 -2.1011 0.3 0.3 -0.1 0.111
H 4.4664 -2.7459 -2.9882 -0.4 0.3 0.2 0.105
H 4.1395 -0.2503 -3.1369 -0.4 -0.4 0.3 0.125
N -0.1948 -0.7393 -1.7545 -1.3 -1.0 1.8 -0.056
Bi -0.6198 -0.7962 0.8129 3.5 3.5 -4.6 1.485
C -2.9767 -0.2053 -1.7790 0.1 -0.1 -0.1 -0.273
H -2.7543 -1.2274 -2.1282 -0.1 0.3 0.1 0.090
H -3.9907 0.0685 -2.0974 0.1 0.0 0.0 0.100
C 0.1294 -3.5213 -1.3413 0.2 -0.1 -0.3 -0.277
H -0.7455 -3.3138 -1.9808 0.1 -0.1 0.3 0.094
H 0.4086 -4.5776 -1.4687 -0.1 0.2 0.0 0.100
P -3.0647 -0.2621 0.0680 -0.6 0.6 -0.9 0.763
P -0.4579 -3.3611 0.4013 0.0 -0.9 -0.8 0.725
C 0.7766 -4.0806 1.5059 0.1 -0.5 0.2 -0.241
H 0.4267 -4.0005 2.5444 0.1 -0.1 -0.2 0.056
H 0.9161 -5.1434 1.2593 0.0 0.2 0.1 0.066
H 1.7465 -3.5733 1.4269 -0.3 0.0 -0.2 0.051
C -2.0101 -4.2744 0.5421 -0.1 -0.8 0.2 -0.252
H -1.8144 -5.3541 0.4706 -0.2 0.2 0.0 0.063
H -2.4729 -4.0633 1.5121 0.1 -0.1 -0.1 0.048
H -2.7222 -3.9854 -0.2405 0.3 0.0 0.1 0.044
C -3.4427 1.4314 0.5885 -0.1 0.1 0.3 -0.227
H -4.3240 1.8048 0.0436 0.2 -0.2 0.2 0.075
H -3.6230 1.4403 1.6760 0.0 0.1 -0.4 0.063
H -2.5849 2.0930 0.3923 -0.2 -0.3 0.0 0.048
C -4.4132 -1.3420 0.5969 -0.4 -0.1 0.1 -0.241
H -4.3480 -1.4759 1.6895 -0.1 0.0 -0.4 0.055
H -5.3645 -0.8446 0.3444 0.2 -0.3 0.1 0.067
H -4.3514 -2.3270 0.1052 -0.1 0.5 0.2 0.044
C -1.1650 -1.2190 2.9603 -2.7 -2.1 8.6 -0.236
O -1.3283 -1.2670 4.1185 1.2 0.7 -5.0 0.140
H 2.0125 1.4487 -1.2192 0.0 -0.2 -0.8 0.083
C 3.7040 0.2006 0.5659 0.3 -0.2 0.3 -0.159
Si 2.3547 0.6622 1.7567 -1.6 1.5 -1.3 0.310
C 2.1023 -0.7165 2.9826 0.2 -0.2 0.2 -0.186
C 2.7363 2.2342 2.6630 0.4 -0.3 0.3 -0.154
N 0.8524 1.0461 0.9265 -0.2 -0.2 0.3 -0.307
C 0.1480 2.2451 1.1950 0.6 -1.4 -0.2 -0.442
C -0.8117 2.2834 2.2306 0.4 0.8 -0.4 -0.127
C -1.3395 3.5158 2.6230 0.4 0.2 -0.9 -0.090
C -0.9410 4.6778 1.9254 -0.1 -0.4 0.1 -0.084
C -0.0506 4.6157 0.8335 -0.3 -0.5 0.3 -0.063
C 0.4531 3.3834 0.4336 -0.1 0.2 0.6 -0.046
H 4.5804 0.0710 1.2217 0.1 -0.1 -0.4 0.042
H 3.9139 1.0006 -0.1594 0.0 -0.2 0.3 0.043
H 3.5241 -0.7358 0.0170 0.1 0.2 0.2 0.026
H 3.0934 -0.7747 3.4581 -0.3 -0.4 0.2 0.049
H 1.3555 -0.4556 3.7470 0.3 0.0 -0.1 0.027
H 1.8600 -1.6960 2.5443 0.2 0.2 0.2 -0.009
H 2.8686 3.0654 1.9529 0.1 -0.3 0.3 0.046
H 1.9165 2.4779 3.3583 0.4 0.0 -0.1 0.045
H 3.6687 2.0221 3.2059 -0.1 0.6 0.1 0.038
H -1.0727 1.3429 2.7296 0.2 0.4 0.2 0.061
H -2.0330 3.5577 3.4563 0.0 0.2 -0.1 0.103
H -1.3347 5.6360 2.2373 0.0 0.0 0.0 0.095
H 0.2820 5.5087 0.3115 -0.3 0.0 0.1 0.107
H 1.1777 3.2591 -0.3748 -0.3 0.2 0.3 0.108
```
Forces are in eV/Å.

=====

This record from OMol25 describes C3H7ClN4 in the gas phase in a non-equilibrium geometry. The level of theory is ωB97M-V with the def2-TZVPD basis set.

Calculated values
LUMO level in hartree: 0.0271
Energy above the lowest of the compared OMol25 structures with the same formula, charge and spin in kJ/mol: 60.4
HOMO-LUMO gap in eV: 8.62
HOMO in eV: -7.89
SMILES string: [H]/N=C(/N)C(Cl)=C(N)N

Structure (XYZ):
```
15
Properties=species:S:1:pos:R:3:forces:R:3:nbo_charge:R:1
H 0.7434 -1.9202 1.1963 -0.4 -0.3 0.6 0.327
N 1.5112 -1.6442 0.6175 -0.1 -1.4 0.5 -0.755
C 1.2411 -0.5280 0.0792 2.1 1.7 -0.7 0.403
N 2.3406 0.0775 -0.5079 1.8 0.8 -0.9 -0.827
C -0.0361 0.1819 0.0642 -1.3 0.1 -0.2 -0.288
Cl 0.0015 1.9800 0.1267 -0.3 -1.2 0.1 -0.058
C -1.2475 -0.5191 -0.0793 2.7 3.0 0.4 0.408
N -2.4745 0.1127 -0.0815 0.0 -0.3 0.4 -0.806
N -1.1560 -1.8470 -0.2495 -0.5 -3.0 -0.9 -0.835
H 2.2662 0.8979 -1.1255 -0.2 -0.9 0.8 0.393
H 3.3429 -0.3071 -0.4047 -2.9 0.6 0.0 0.412
H -3.2110 -0.5405 0.1933 0.2 0.7 -0.1 0.389
H -2.4951 1.0466 0.3771 0.1 -1.2 -0.6 0.416
H -0.1869 -2.2678 -0.2632 -1.5 0.9 -0.2 0.429
H -1.7784 -2.2707 -0.9627 0.5 0.6 0.9 0.390
```
Forces are in eV/Å.

=====

This record from OMol25 describes 8 unconnected molecules or ions with the total composition H16O8 in a non-equilibrium geometry. The level of theory is ωB97M-V with the def2-TZVPD basis set.

Calculated values
LUMO level in hartree: -0.0004
Energy above the lowest of the compared OMol25 structures with the same formula, charge and spin in kJ/mol: 201.3
HOMO-LUMO gap in eV: 10.55
HOMO in eV: -10.56
SMILES string: O.O.O.O.O.O.O.O

Structure (XYZ):
```
24
Properties=species:S:1:pos:R:3:forces:R:3:nbo_charge:R:1
O -2.4726 2.6520 1.0100 2.1 -0.3 -0.8 -0.963
H -2.9334 3.4087 1.3036 -1.3 0.7 0.5 0.478
H -2.9551 1.8412 1.0538 -0.8 -0.3 0.3 0.487
O 2.1736 -3.2344 -0.5552 -1.2 -0.1 1.6 -0.984
H 2.5805 -3.0534 -1.3692 1.1 -0.2 -1.9 0.457
H 1.9583 -2.3097 -0.3034 0.2 -0.1 0.5 0.484
O -1.4587 0.1649 -1.4290 0.1 -0.8 -0.9 -0.961
H -1.4110 -0.7351 -1.8298 -0.1 1.2 0.2 0.475
H -1.1079 0.7924 -2.0903 0.0 -0.4 0.5 0.508
O 1.1104 1.9796 -1.1648 0.1 0.2 -0.8 -0.997
H 1.9777 2.3591 -1.3616 -0.3 -0.2 0.2 0.470
H 0.9888 2.0755 -0.2090 0.0 0.3 0.3 0.501
O -0.4360 -0.2448 1.0447 1.5 -1.1 3.4 -0.996
H -0.4109 -1.2227 1.1270 -0.5 0.5 -0.1 0.510
H -0.7659 -0.0069 0.2249 -1.6 0.6 -3.0 0.494
O 0.4944 2.3651 1.5315 3.3 -2.1 -0.5 -0.964
H 0.1854 1.4570 1.6358 -0.1 -0.2 0.2 0.498
H -0.2260 2.8898 1.6742 -3.2 2.1 0.4 0.479
O 1.8358 -0.5918 -0.3498 1.3 -0.9 0.0 -0.949
H 1.0218 -0.3755 0.0953 -0.7 0.5 0.6 0.487
H 1.6294 -0.6242 -1.2769 -0.2 0.5 -0.6 0.468
O -0.8171 -3.1186 0.7654 -1.2 0.8 -0.1 -0.929
H 0.0495 -3.4328 0.6402 2.4 -1.0 0.5 0.486
H -1.0112 -3.0353 -0.1671 -0.9 0.2 -0.4 0.463
```
Forces are in eV/Å.